(1)
Below is a molecular structure, C27H24N3O2ReS5Sb, with properties calculated with ωB97M-V with the def2-TZVPD basis set.

Results
* frontier orbital gap (alpha / beta): 5.78 / 5.24 eV
* multiplicity: 4
* expectation value of S²: 3.90
* HOMO energy (alpha / beta): -6.9075 / -6.9396 eV

Atoms and positions in Å:
1 Re 0.022 1.491 0.654
2 C 3.690 0.095 2.615
3 C 3.266 -0.095 3.933
4 C 2.011 0.331 4.292
5 C 1.189 0.932 3.338
6 N 1.595 1.087 2.050
7 C 2.834 0.678 1.718
8 C -0.128 1.469 3.592
9 C -0.691 1.707 4.835
10 C -1.872 2.422 4.926
11 C -2.402 2.992 3.772
12 C -1.808 2.744 2.554
13 N -0.754 1.877 2.448
14 C -2.050 3.487 1.326
15 C -3.170 4.266 1.068
16 C -3.231 4.986 -0.106
17 C -2.151 4.941 -0.982
18 C -1.076 4.139 -0.676
19 N -1.023 3.396 0.441
20 H 4.670 -0.226 2.292
21 H 3.917 -0.569 4.655
22 H 1.647 0.200 5.300
23 H 3.123 0.826 0.686
24 H -0.185 1.373 5.729
25 H -2.330 2.605 5.888
26 H -3.249 3.660 3.831
27 H -3.991 4.275 1.771
28 H -4.109 5.571 -0.344
29 H -2.149 5.494 -1.909
30 H -0.235 4.070 -1.350
31 S -0.301 3.324 -3.629
32 Sb -1.979 1.770 -4.107
33 S -1.667 -0.054 -2.280
34 S -2.100 0.914 -0.577
35 S -3.851 2.923 -3.310
36 C -1.329 -5.784 -3.968
37 C -0.784 -7.133 -3.587
38 O -0.959 -8.139 -4.217
39 S 0.240 -7.263 -2.113
40 C 0.305 -5.611 -1.453
41 C 1.335 -4.756 -1.825
42 C 1.389 -3.471 -1.314
43 C 0.412 -3.023 -0.422
44 C -0.605 -3.899 -0.033
45 C -0.654 -5.185 -0.539
46 C 0.405 -1.675 0.049
47 C 0.317 -0.512 0.394
48 H -2.129 -5.922 -4.691
49 H -0.531 -5.198 -4.429
50 H -1.693 -5.229 -3.107
51 H 2.089 -5.103 -2.519
52 H 2.183 -2.799 -1.614
53 H -1.362 -3.554 0.658
54 H -1.440 -5.865 -0.236
55 C 3.232 1.429 -2.482
56 C 2.007 0.736 -1.920
57 O 1.134 1.685 -1.281
58 H 3.814 0.717 -3.069
59 H 3.865 1.826 -1.686
60 H 2.933 2.249 -3.135
61 H 2.271 -0.008 -1.171
62 H 1.451 0.227 -2.709
63 H 0.642 2.159 -2.025



(2)
Below is a molecular structure, C27H24N5O3PdS, with properties calculated with ωB97M-V with the def2-TZVPD basis set.

Results
* frontier orbital gap: 7.08 eV
* charge: -1
* ΔE to the lowest compared entry with this formula, charge and spin: 0.0 kcal/mol
* HOMO energy: -4.8053 eV

Atoms and positions in Å:
1 Pd -1.663 0.334 0.449
2 O 0.348 2.213 6.777
3 C 0.158 3.041 5.864
4 O 0.001 4.273 5.898
5 C 0.074 2.415 4.450
6 C -0.442 3.131 3.382
7 C -0.616 2.503 2.160
8 N -0.298 1.214 1.956
9 C 0.288 0.549 2.956
10 C 0.475 1.113 4.211
11 C 0.781 -0.832 2.696
12 C 0.662 -1.812 3.681
13 C 1.203 -3.062 3.442
14 C 1.844 -3.293 2.235
15 C 1.900 -2.257 1.317
16 N 1.387 -1.050 1.530
17 C -1.179 3.223 0.987
18 C -1.204 4.613 0.912
19 C -1.731 5.215 -0.215
20 C -2.219 4.421 -1.242
21 C -2.154 3.048 -1.095
22 N -1.643 2.465 -0.013
23 H -0.731 4.157 3.560
24 H 0.916 0.551 5.023
25 H 0.148 -1.592 4.609
26 H 1.118 -3.844 4.187
27 H 2.280 -4.255 2.002
28 H 2.389 -2.403 0.358
29 H -0.806 5.207 1.721
30 H -1.758 6.294 -0.292
31 H -2.644 4.851 -2.139
32 H -2.528 2.375 -1.856
33 C -0.812 -5.584 1.365
34 C -1.013 -5.029 -0.039
35 C -1.947 -3.825 -0.053
36 N -1.276 -2.632 0.470
37 C -2.192 -1.572 0.839
38 S -3.350 -0.982 -0.331
39 N -2.533 -1.835 2.221
40 C -3.025 -0.922 3.117
41 O -3.610 0.101 2.827
42 C -2.681 -1.257 4.546
43 C -2.635 -2.560 5.035
44 C -2.171 -2.799 6.321
45 C -1.721 -1.744 7.108
46 C -1.772 -0.442 6.627
47 C -2.279 -0.202 5.358
48 H -0.049 -6.366 1.393
49 H -1.743 -6.011 1.745
50 H -0.505 -4.787 2.042
51 H -1.419 -5.807 -0.693
52 H -0.050 -4.733 -0.468
53 H -2.809 -4.026 0.590
54 H -2.343 -3.641 -1.058
55 H -0.649 -2.263 -0.234
56 H -1.872 -2.489 2.615
57 H -2.965 -3.384 4.414
58 H -2.146 -3.812 6.705
59 H -1.325 -1.939 8.097
60 H -1.380 0.388 7.203
61 H -2.324 0.804 4.962



(3)
Below is a molecular structure, C27H24N6O2S2Y, with properties calculated with ωB97M-V with the def2-TZVPD basis set.

Results
* frontier orbital gap: 5.45 eV
* charge: -1
* ΔE to the lowest compared entry with this formula, charge and spin: 0.0 kcal/mol
* HOMO energy: -3.1587 eV

Atoms and positions in Å:
1 Y 10.861 12.636 10.022
2 O 9.158 16.217 12.176
3 C 9.357 15.114 11.626
4 N 10.409 14.269 11.746
5 C 11.302 14.279 12.820
6 C 11.422 15.324 13.804
7 C 12.401 15.170 14.764
8 C 13.305 14.140 14.823
9 C 13.217 13.096 13.874
10 C 12.172 13.116 12.937
11 N 11.955 12.087 12.057
12 C 12.209 10.785 12.379
13 O 13.064 10.307 13.163
14 C 11.295 9.821 11.663
15 C 11.331 8.464 12.050
16 C 10.444 7.604 11.446
17 C 9.553 8.042 10.494
18 C 9.584 9.366 10.119
19 N 10.447 10.256 10.674
20 C 8.234 14.537 10.844
21 C 6.932 15.045 11.100
22 C 5.841 14.539 10.401
23 C 6.074 13.532 9.500
24 C 7.329 13.021 9.326
25 N 8.425 13.512 9.974
26 H 10.817 16.257 13.718
27 H 12.466 15.880 15.571
28 H 14.071 14.061 15.601
29 H 13.850 12.202 13.940
30 H 12.131 8.081 12.698
31 H 10.528 6.537 11.697
32 H 8.882 7.367 9.999
33 H 8.926 9.777 9.357
34 H 6.843 15.900 11.811
35 H 4.857 14.942 10.582
36 H 5.249 13.163 8.930
37 H 7.515 12.196 8.632
38 C 14.144 12.663 6.541
39 C 13.044 12.043 7.372
40 S 13.360 11.651 8.996
41 C 11.804 11.994 6.717
42 C 11.603 12.629 5.333
43 S 10.355 11.389 7.413
44 H 15.061 12.633 7.143
45 H 13.879 13.688 6.269
46 H 14.348 12.173 5.529
47 H 12.533 12.625 4.745
48 H 11.351 13.678 5.412
49 H 10.875 12.076 4.749
50 N 9.617 14.866 7.324
51 C 10.516 15.561 8.078
52 C 10.497 16.999 7.980
53 C 11.578 17.656 8.508
54 C 12.627 16.933 9.140
55 C 12.521 15.556 9.232
56 N 11.412 14.895 8.844
57 H 8.973 15.446 6.786
58 H 9.698 13.856 7.171
59 H 9.645 17.553 7.514
60 H 11.755 18.749 8.367
61 H 13.542 17.482 9.361
62 H 13.288 14.962 9.711



(4)
Below is a molecular structure, C27H25BrCl5N4O3V, with properties calculated with ωB97M-V with the def2-TZVPD basis set.

Results
* frontier orbital gap (alpha / beta): 5.67 / 7.88 eV
* multiplicity: 4
* charge: -1
* expectation value of S²: 3.79
* ΔE to the lowest compared entry with this formula, charge and spin: 34.0 kcal/mol
* HOMO energy (alpha / beta): -3.2403 / -5.4577 eV

Atoms and positions in Å:
1 V -0.354 1.594 0.794
2 Cl 2.093 1.161 1.523
3 C 1.093 0.230 2.589
4 C -0.267 0.417 2.342
5 C -1.116 -0.381 3.118
6 Cl -2.811 -0.266 2.782
7 C -0.648 -1.252 4.092
8 Cl -1.741 -2.221 5.014
9 C 0.727 -1.369 4.315
10 Cl 1.334 -2.408 5.550
11 C 1.614 -0.627 3.531
12 Cl 3.318 -0.836 3.697
13 C 0.464 -0.720 -5.718
14 O -0.683 0.103 -5.717
15 C -1.041 0.660 -4.529
16 C -2.287 1.314 -4.513
17 C -2.779 1.791 -3.330
18 C -2.063 1.686 -2.117
19 C -2.637 2.060 -0.861
20 C -4.058 2.575 -0.793
21 O -2.055 1.944 0.253
22 C -0.730 1.154 -2.168
23 O 0.060 1.147 -1.151
24 C -0.270 0.610 -3.395
25 H 0.522 -1.148 -6.716
26 H 0.381 -1.527 -4.983
27 H 1.375 -0.150 -5.517
28 H -2.842 1.407 -5.437
29 H -3.755 2.258 -3.329
30 H -4.226 3.395 -1.491
31 H -4.237 2.918 0.224
32 H -4.762 1.772 -1.020
33 H 0.714 0.157 -3.386
34 Br 0.118 6.343 5.553
35 C -0.098 5.085 4.125
36 C 0.891 4.970 3.168
37 C 0.730 4.026 2.157
38 C -0.367 3.149 2.093
39 C -1.365 3.369 3.056
40 C -1.247 4.316 4.065
41 H 1.777 5.591 3.216
42 H 1.503 3.988 1.392
43 H -2.267 2.763 3.025
44 H -2.029 4.444 4.803
45 C 0.205 -2.529 0.433
46 N 0.165 -3.502 -0.665
47 C 1.093 -4.586 -0.345
48 N 2.465 -4.111 -0.141
49 C 2.443 -3.117 0.942
50 N 1.553 -2.000 0.641
51 C 2.005 -1.363 -0.597
52 N 2.006 -2.318 -1.721
53 C 0.642 -2.830 -1.875
54 C 2.885 -3.431 -1.369
55 H -0.133 -3.019 1.350
56 H -0.473 -1.701 0.210
57 H 1.091 -5.303 -1.171
58 H 0.756 -5.085 0.566
59 H 3.456 -2.737 1.092
60 H 2.110 -3.604 1.863
61 H 3.021 -0.990 -0.450
62 H 1.343 -0.529 -0.844
63 H 0.621 -3.540 -2.708
64 H -0.025 -1.995 -2.101
65 H 3.897 -3.043 -1.228
66 H 2.892 -4.158 -2.187



(5)
Below is a molecular structure, C27H25BrIrN5O4S, with properties calculated with ωB97M-V with the def2-TZVPD basis set.

Results
* frontier orbital gap (alpha / beta): 7.17 / 7.23 eV
* multiplicity: 2
* charge: +1
* expectation value of S²: 0.75
* ΔE to the lowest compared entry with this formula, charge and spin: 40.4 kcal/mol
* HOMO energy (alpha / beta): -10.1486 / -10.1536 eV

Atoms and positions in Å:
1 Ir -0.450 -1.297 0.423
2 C 2.275 -2.608 -1.450
3 O 1.719 -1.428 -0.872
4 C 2.395 -0.254 -1.066
5 C 3.706 -0.187 -1.505
6 C 4.298 1.064 -1.649
7 Br 6.119 1.118 -2.167
8 C 3.599 2.230 -1.467
9 C 2.241 2.173 -1.111
10 C 1.697 0.918 -0.796
11 O 0.424 0.822 -0.251
12 C 1.427 3.362 -1.229
13 N 1.924 4.555 -1.473
14 C 0.858 5.376 -1.690
15 C 0.816 6.730 -2.042
16 C -0.421 7.298 -2.258
17 C -1.609 6.564 -2.122
18 C -1.594 5.224 -1.774
19 C -0.350 4.652 -1.572
20 N 0.044 3.377 -1.242
21 H 3.217 -2.880 -0.971
22 H 2.419 -2.473 -2.523
23 H 1.545 -3.396 -1.283
24 H 4.275 -1.076 -1.729
25 H 4.040 3.201 -1.636
26 H 0.289 1.521 0.404
27 H 1.734 7.288 -2.162
28 H -0.486 8.335 -2.558
29 H -2.559 7.052 -2.292
30 H -2.509 4.652 -1.684
31 H -0.546 2.562 -1.287
32 C -2.930 -3.855 3.026
33 C -1.761 -3.661 2.103
34 O -1.861 -2.988 1.072
35 N -0.632 -4.303 2.436
36 C 0.558 -4.297 1.605
37 C 1.538 -3.228 2.020
38 C 2.775 -3.559 2.545
39 C 3.666 -2.558 2.903
40 C 3.257 -1.242 2.756
41 C 2.002 -0.988 2.245
42 N 1.154 -1.953 1.857
43 H -3.692 -3.113 2.809
44 H -2.625 -3.778 4.070
45 H -3.358 -4.845 2.862
46 H -0.600 -4.802 3.309
47 H 0.233 -4.119 0.579
48 H 1.027 -5.276 1.665
49 H 3.042 -4.600 2.669
50 H 4.648 -2.797 3.286
51 H 3.901 -0.420 3.037
52 H 1.652 0.029 2.134
53 O -2.221 -0.059 0.865
54 N -3.310 -0.405 0.192
55 C -4.510 -0.127 0.745
56 C -5.678 -0.388 0.084
57 C -5.626 -0.941 -1.197
58 C -4.395 -1.226 -1.744
59 C -3.219 -0.978 -1.033
60 S -1.664 -1.354 -1.674
61 H -4.452 0.321 1.726
62 H -6.619 -0.165 0.564
63 H -6.533 -1.147 -1.746
64 H -4.304 -1.652 -2.733



(6)
Below is a molecular structure, C27H25BrN4O2OsSTe, with properties calculated with ωB97M-V with the def2-TZVPD basis set.

Results
* frontier orbital gap (alpha / beta): 4.73 / 4.76 eV
* multiplicity: 6
* charge: +1
* expectation value of S²: 8.86
* ΔE to the lowest compared entry with this formula, charge and spin: 12.9 kcal/mol
* HOMO energy (alpha / beta): -7.9319 / -10.1935 eV

Atoms and positions in Å:
1 Os 0.288 1.900 0.269
2 Br 7.014 -1.338 -0.500
3 C 5.303 -0.540 -0.642
4 C 4.646 -0.549 -1.868
5 C 3.398 0.036 -1.956
6 C 2.785 0.627 -0.851
7 O 1.577 1.173 -1.042
8 C 3.456 0.634 0.402
9 C 2.934 1.215 1.593
10 N 1.699 1.733 1.748
11 C 1.264 2.190 2.972
12 C 1.986 2.178 4.170
13 C 1.387 2.587 5.362
14 C 0.081 3.023 5.406
15 C -0.670 3.092 4.214
16 C -1.998 3.560 4.155
17 C -2.656 3.611 2.947
18 C -2.007 3.196 1.794
19 N -0.752 2.732 1.811
20 C -0.072 2.683 2.998
21 C 4.731 0.040 0.465
22 H 5.111 -0.996 -2.735
23 H 2.865 0.069 -2.899
24 H 3.602 1.207 2.444
25 H 3.018 1.860 4.190
26 H 1.969 2.565 6.274
27 H -0.373 3.335 6.336
28 H -2.485 3.882 5.066
29 H -3.669 3.981 2.876
30 H -2.496 3.235 0.832
31 H 5.268 0.037 1.405
32 N -2.143 -0.607 3.290
33 C -0.865 -0.484 2.866
34 N 0.109 -0.740 3.760
35 O -0.606 -0.135 1.702
36 H -2.379 -0.978 4.193
37 H -2.875 -0.494 2.613
38 H -0.082 -1.008 4.708
39 H 1.065 -0.604 3.483
40 S -1.693 3.196 -2.221
41 C -0.903 2.499 -1.104
42 C -2.862 -4.014 -6.117
43 C -2.285 -3.266 -4.952
44 C -1.082 -3.655 -4.368
45 C -0.544 -2.983 -3.285
46 C 0.769 -3.438 -2.702
47 C -1.245 -1.875 -2.766
48 Te -0.474 -0.976 -1.037
49 C -2.450 -1.448 -3.351
50 C -3.232 -0.270 -2.835
51 C -2.946 -2.157 -4.433
52 H -2.227 -4.846 -6.413
53 H -2.988 -3.353 -6.976
54 H -3.848 -4.406 -5.864
55 H -0.545 -4.503 -4.777
56 H 1.208 -4.224 -3.312
57 H 0.634 -3.834 -1.692
58 H 1.485 -2.616 -2.646
59 H -2.638 0.343 -2.158
60 H -4.122 -0.605 -2.296
61 H -3.564 0.357 -3.661
62 H -3.876 -1.835 -4.890



(7)
Below is a molecular structure, C27H25Cl4LuN3O4, with properties calculated with ωB97M-V with the def2-TZVPD basis set.

Results
* frontier orbital gap: 6.73 eV
* charge: -1
* ΔE to the lowest compared entry with this formula, charge and spin: 8.4 kcal/mol
* HOMO energy: -4.1614 eV

Atoms and positions in Å:
1 Lu -0.312 -0.183 -0.382
2 C 0.271 -3.395 -0.727
3 N 1.108 -2.509 0.095
4 C 2.457 -2.531 -0.480
5 C 3.365 -1.339 -0.168
6 C 3.011 -0.062 -0.944
7 N 1.989 0.736 -0.297
8 C 2.327 1.934 0.032
9 C 1.515 2.947 0.624
10 C 2.125 4.175 0.937
11 C 1.421 5.228 1.458
12 C 0.048 5.080 1.690
13 C -0.583 3.904 1.404
14 C 0.106 2.778 0.860
15 O -0.512 1.693 0.621
16 C 1.078 -3.073 1.449
17 C 1.749 -2.289 2.582
18 C 1.252 -0.833 2.711
19 N -0.033 -0.688 2.085
20 C -1.055 -0.441 2.813
21 C -2.387 -0.346 2.301
22 C -3.411 0.174 3.106
23 C -4.684 0.355 2.623
24 C -4.970 0.017 1.298
25 C -4.013 -0.543 0.498
26 C -2.690 -0.771 0.961
27 O -1.846 -1.404 0.226
28 H 0.679 -4.419 -0.745
29 H 0.225 -3.011 -1.744
30 H -0.742 -3.420 -0.330
31 H 2.344 -2.561 -1.565
32 H 2.971 -3.460 -0.172
33 H 4.377 -1.630 -0.464
34 H 3.384 -1.114 0.895
35 H 2.636 -0.349 -1.932
36 H 3.929 0.537 -1.077
37 H 3.367 2.259 -0.166
38 H 3.189 4.280 0.757
39 H 1.910 6.168 1.677
40 H -0.509 5.911 2.103
41 H -1.643 3.787 1.572
42 H 1.534 -4.084 1.435
43 H 0.023 -3.185 1.713
44 H 2.835 -2.311 2.481
45 H 1.506 -2.827 3.504
46 H 1.941 -0.154 2.199
47 H 1.228 -0.551 3.781
48 H -0.936 -0.283 3.901
49 H -3.182 0.450 4.129
50 H -5.457 0.770 3.254
51 H -5.962 0.197 0.905
52 H -4.226 -0.822 -0.525
53 Cl -2.797 1.122 -6.735
54 C -1.819 0.563 -5.428
55 C -0.700 -0.203 -5.683
56 Cl -0.256 -0.584 -7.307
57 C 0.060 -0.669 -4.609
58 Cl 1.444 -1.668 -4.916
59 C -0.260 -0.381 -3.289
60 O 0.427 -0.817 -2.270
61 C -1.419 0.437 -3.017
62 O -1.692 0.690 -1.779
63 C -2.166 0.877 -4.112
64 Cl -3.571 1.842 -3.816



The records above give, respectively, max |F| values of 2.35; 0.10; 4.21; 2.97; 1.92; 0.65; 1.87 eV/A.